# 1
Formula: C4H6NOP
Source: the OMol25 dataset
Level of theory: ωB97M-V with the def2-TZVPD basis set

Geometry as XYZ:
```
13
Properties=species:S:1:pos:R:3:forces:R:3:lowdin_charge:R:1
C 0.3629 -0.0298 -1.6184 -0.6565 0.4753 -2.5621 -0.16
C 0.8712 -1.3073 -1.1809 -0.9061 0.1821 1.5679 -0.24
C -0.3642 0.9326 -1.0559 -0.1519 2.1369 -0.9763 -0.24
C 0.4810 -1.9019 -0.0701 -0.7199 3.4407 -1.1766 0.07
N -0.7727 1.0081 2.7026 -0.2508 -0.6998 -0.0865 -0.25
O -0.6398 1.2879 0.2776 0.4243 -0.5451 -1.9681 -0.41
P -1.2504 0.1701 1.3138 0.0493 -0.8344 -0.0932 0.88
H 0.4319 0.1426 -2.7843 -0.0501 -0.3682 2.4921 0.14
H 1.4995 -1.7571 -1.8925 1.0168 -0.9390 -0.7479 0.07
H -0.6796 1.7046 -1.8257 0.1022 -0.6110 1.6464 0.12
H 0.6647 -2.7590 0.4217 0.6958 -2.7981 1.4726 -0.02
H -0.5520 1.9605 2.4756 0.3205 0.4159 0.1774 0.02
H -0.0525 0.5487 3.2365 0.1262 0.1447 0.2542 0.02
```
Forces are in eV/Å.

Results
Total charge ... 0
Relative energy (zero: lowest compared OMol25 entry of this formula, charge and spin) ... 77.8 kcal per mole
Spin multiplicity ... 1
Lowest unoccupied orbital energy (spin up / spin down) ... 0.03 / 0.14 eV

=====

# 2
Formula: C4H6NOP
Source: the OMol25 dataset
Level of theory: ωB97M-V with the def2-TZVPD basis set

Geometry as XYZ:
```
13
Properties=species:S:1:pos:R:3:forces:R:3:lowdin_charge:R:1
C 3.1740 0.3619 0.2377 -0.1803 -0.1214 0.9391 -0.68
C -2.4483 -0.3508 -0.0530 3.9918 -0.2291 -0.1257 -0.04
C -1.0878 -0.1105 0.5500 -0.6733 2.1775 -0.8788 -0.43
C -0.0873 0.6410 -0.2026 0.0613 -3.8905 -2.6890 0.06
N 3.7602 1.3478 0.3608 0.0811 0.0314 -0.1306 0.04
O -1.4674 -1.3469 0.1501 -0.1893 -2.3424 0.3001 -0.02
P 2.1998 -1.1473 0.1759 -0.3791 1.5701 -0.3943 0.82
H -3.3342 -0.4019 0.4019 -3.0767 -0.2549 2.3279 0.08
H -2.4431 -0.1214 -1.0336 -0.5879 1.0065 -3.2553 0.08
H -1.1168 0.1770 1.5688 0.1654 -0.4103 1.2545 0.13
H 0.3395 1.3522 0.3613 1.7595 2.8525 1.3072 0.01
H 0.1123 0.5174 -1.3220 -0.5730 0.3521 1.8990 0.10
H 2.3993 -0.9186 -1.1953 -0.3995 -0.7414 -0.5541 -0.15
```
Forces are in eV/Å.

Results
Total charge ... 0
Relative energy (zero: lowest compared OMol25 entry of this formula, charge and spin) ... 99.5 kcal per mole
Spin multiplicity ... 1
Lowest unoccupied orbital energy (spin up / spin down) ... -1.65 / -0.75 eV

=====

# 3
Formula: C4H6NP
Source: the OMol25 dataset
Level of theory: ωB97M-V with the def2-TZVPD basis set

Geometry as XYZ:
```
12
Properties=species:S:1:pos:R:3:forces:R:3:lowdin_charge:R:1
C 0.1588 0.7280 0.8324 -2.4741 -0.4545 0.5284 -0.14
C 1.5545 1.0108 0.6919 -1.4346 -0.7702 -0.5824 -0.31
C -0.3192 0.0160 -0.2154 -0.3131 -0.6388 0.0082 -0.49
C -1.6695 -0.6284 -0.4541 0.9489 1.4647 -0.2875 -0.10
N 2.1296 0.6039 -0.3651 1.7308 0.5053 -0.0713 -0.25
P 1.0454 -0.1888 -1.4022 0.3124 -1.0965 0.8185 0.87
H -0.4357 0.9742 1.7692 0.7991 -0.2010 -1.3530 0.13
H 1.9559 1.3958 1.5653 1.9064 1.1731 1.1747 0.08
H -2.4389 -0.0011 -0.0141 -0.3649 -0.3666 -0.0547 0.08
H -1.6619 -1.6240 -0.1143 -0.1629 -1.1849 1.2026 0.06
H -1.8171 -0.8048 -1.5097 -0.3047 0.5967 -0.4796 0.06
H 1.4979 -1.4815 -0.7839 -0.6434 0.9727 -0.9037 0.01
```
Forces are in eV/Å.

Results
Total charge ... 0
Relative energy (zero: lowest compared OMol25 entry of this formula, charge and spin) ... 10.4 kcal per mole
Spin multiplicity ... 1
Lowest unoccupied orbital energy ... 0.29 eV

=====

# 4
Formula: C4H6NS
Source: the OMol25 dataset
Level of theory: ωB97M-V with the def2-TZVPD basis set

Geometry as XYZ:
```
12
Properties=species:S:1:pos:R:3:forces:R:3:lowdin_charge:R:1
C 1.7927 -0.3297 0.0820 -1.9446 2.4696 0.4461 -0.03
C 1.1498 0.9756 0.5047 -0.1650 0.0277 -0.0663 -0.11
C -2.1913 -1.0205 -0.1273 -0.1799 1.7222 1.3194 -0.19
C 0.0643 0.5036 -0.4441 -0.5617 -0.1537 1.7608 -0.39
N 0.7860 -0.7520 -0.5597 -1.6931 -2.0329 -2.0168 0.08
S -1.7239 0.3862 0.5393 1.3370 -1.1047 -1.0215 1.12
H 2.6938 -0.7937 0.2924 1.6452 -1.0086 0.1841 0.12
H 0.7757 0.8739 1.5123 0.4400 0.7222 0.5904 0.11
H 1.5217 1.9099 0.1540 0.8070 0.8482 0.6787 0.11
H -1.6275 -1.3387 -0.9488 0.6984 -1.0614 -1.0586 0.03
H -3.0388 -1.5456 0.2664 -0.4275 -0.2246 -0.0495 0.06
H -0.2025 1.1311 -1.2712 0.0442 -0.2040 -0.7669 0.12
```
Forces are in eV/Å.

Results
Total charge ... +1
Relative energy (zero: lowest compared OMol25 entry of this formula, charge and spin) ... 61.4 kcal per mole
Spin multiplicity ... 1
Lowest unoccupied orbital energy ... -6.44 eV

=====

# 5
Formula: C4H6NiO
Source: the OMol25 dataset
Level of theory: ωB97M-V with the def2-TZVPD basis set

Geometry as XYZ:
```
12
Properties=species:S:1:pos:R:3:forces:R:3:mulliken_spin:R:1
C -2.4621 0.5307 0.0077 0.9509 -0.0864 0.5138 0.00
C -1.5475 -0.4052 -0.2780 -1.2372 -0.0865 -0.0582 0.00
C -0.6326 -0.3833 -1.4684 0.1702 -0.0973 -0.8199 0.02
C -1.0502 0.5359 -2.5549 -1.4228 0.6106 1.9165 -0.02
O -0.2610 1.2347 -3.1787 0.5063 -0.9094 0.4168 -0.05
Ni -0.3012 2.4605 -4.5577 -0.0187 1.0944 -1.2263 3.05
H -2.4309 1.5318 -0.4304 -0.2744 -0.3518 -0.1591 0.00
H -3.1419 0.3922 0.8501 0.2038 0.0753 -0.3038 0.00
H -1.5374 -1.3352 0.2959 0.0227 0.2781 -0.2007 0.00
H 0.4159 -0.2024 -1.1952 -0.1626 -0.2900 -0.2968 0.00
H -0.7372 -1.3498 -2.0369 0.3599 0.2175 0.6524 0.00
H -2.1650 0.7027 -2.6490 0.9020 -0.4546 -0.4347 0.00
```
Forces are in eV/Å.

Results
Expectation value of S² ... 3.7523
Total charge ... +1
Relative energy (zero: lowest compared OMol25 entry of this formula, charge and spin) ... 0.0 kcal per mole
Spin multiplicity ... 4
Lowest unoccupied orbital energy (spin up / spin down) ... -4.79 / -7.10 eV

=====

# 6
Formula: C4H6O
Source: the OMol25 dataset
Level of theory: ωB97M-V with the def2-TZVPD basis set

Geometry as XYZ:
```
11
Properties=species:S:1:pos:R:3:forces:R:3:lowdin_charge:R:1
C -0.9971 -1.3094 0.1280 3.7647 4.1680 -1.7001 0.09
C 0.0796 -0.4888 0.2539 0.2560 -0.1865 -3.3375 -0.17
C -0.6383 -0.4932 -1.0148 -1.6928 0.8234 1.6904 0.03
C 1.3561 0.2454 0.6741 -0.9576 -0.0057 2.7718 -0.03
O -1.5211 1.5310 -0.8195 1.2544 -1.9322 0.1597 -0.35
H -1.6513 -1.9775 0.4985 -1.9905 -1.9687 1.4153 0.07
H -0.7599 -0.7042 -2.1188 0.6884 0.8672 1.5521 0.14
H 1.7420 -0.3227 1.5773 -0.2351 1.0229 -0.8347 0.09
H 1.1013 1.3392 0.9949 0.2558 -2.0736 -0.5289 0.12
H 2.1817 0.3167 -0.0386 -0.7039 -0.3388 -0.4022 0.08
H -0.8928 1.8637 -0.1350 -0.6392 -0.3759 -0.7859 -0.07
```
Forces are in eV/Å.

Results
Total charge ... 0
Relative energy (zero: lowest compared OMol25 entry of this formula, charge and spin) ... 116.4 kcal per mole
Spin multiplicity ... 1
Lowest unoccupied orbital energy ... 0.68 eV

=====

# 7
Formula: C4H6O
Source: the OMol25 dataset
Level of theory: ωB97M-V with the def2-TZVPD basis set

Geometry as XYZ:
```
11
Properties=species:S:1:pos:R:3:forces:R:3:lowdin_charge:R:1
C 1.7956 0.3040 -1.0774 0.0250 0.5387 0.9459 0.10
C 3.0692 0.0203 -0.5603 -0.7291 -0.6894 -1.3041 -0.19
C 1.8907 0.4130 0.3600 -0.3893 0.3570 -1.1564 -0.17
C -1.5907 -0.1827 -0.1516 -0.1403 2.1644 1.9016 -0.03
O 2.8531 -0.5120 0.7147 1.1019 -0.9311 1.0991 0.02
H -2.5966 0.0023 -0.3899 -1.3622 0.0471 -0.7123 0.00
H 4.0281 0.3309 -0.9103 0.5801 0.2841 0.2670 0.13
H 1.7810 1.2135 1.0621 -0.5423 0.4398 0.1366 0.13
H -1.4651 0.3583 0.8136 0.3434 -0.1306 -0.6576 0.04
H -0.9292 0.1572 -0.8945 0.7844 0.5342 -0.8359 -0.02
H -1.4378 -1.1725 0.0606 0.3285 -2.6140 0.3161 -0.01
```
Forces are in eV/Å.

Results
Total charge ... 0
Relative energy (zero: lowest compared OMol25 entry of this formula, charge and spin) ... 119.8 kcal per mole
Spin multiplicity ... 1
Lowest unoccupied orbital energy ... 0.62 eV

=====

# 8
Formula: C4H6O
Source: the OMol25 dataset
Level of theory: ωB97M-V with the def2-TZVPD basis set

Geometry as XYZ:
```
11
Properties=species:S:1:pos:R:3:forces:R:3:lowdin_charge:R:1
C -1.5640 0.3894 -0.6456 -0.7025 1.1964 0.1673 -0.03
C -1.4227 -0.6854 0.1341 -0.3705 1.5095 0.8539 -0.23
C -0.4060 -1.5494 -0.2743 -1.2727 -2.7248 0.1258 -0.13
C 1.6935 -0.3667 0.2706 1.4158 0.6649 1.5875 -0.04
O 0.8343 -1.4147 -0.3212 2.1598 0.8585 0.0053 -0.10
H -0.7832 0.8495 -1.2545 -0.2903 -0.5030 -0.0711 0.07
H -2.2682 -0.9142 0.8240 0.9714 -0.5766 -0.8313 0.12
H -2.5609 0.8110 -0.6577 0.1733 0.5094 -0.2149 0.05
H 2.1190 -0.7961 1.2156 -0.2242 -0.2878 -0.9886 0.08
H 1.1778 0.5329 0.7637 0.4242 -0.9048 -1.8318 0.11
H 2.6198 -0.2365 -0.4371 -2.2843 0.2585 1.1979 0.12
```
Forces are in eV/Å.

Results
Total charge ... 0
Relative energy (zero: lowest compared OMol25 entry of this formula, charge and spin) ... 96.6 kcal per mole
Spin multiplicity ... 1
Lowest unoccupied orbital energy ... 0.88 eV

=====

# 9
Formula: C4H6O
Source: the OMol25 dataset
Level of theory: ωB97M-V with the def2-TZVPD basis set

Geometry as XYZ:
```
11
Properties=species:S:1:pos:R:3:forces:R:3:lowdin_charge:R:1
C 1.1434 -0.4974 1.2995 -1.6872 0.1143 -0.2304 -0.01
C -0.1523 -0.1270 0.9757 1.1849 0.8998 1.9339 -0.13
C -0.6234 -0.3738 -0.4550 1.5620 1.6030 1.5922 -0.34
C -0.5492 0.7338 -1.3890 1.1588 0.9092 1.0540 -0.11
H 1.9001 -1.0282 0.6037 -1.7307 1.0410 1.0977 0.09
H 1.4544 -0.3270 2.3428 0.0841 -0.0227 -0.6759 0.04
H -0.8472 0.5744 1.8375 2.0781 -2.5469 -2.8844 0.18
H -1.3506 -1.1167 -0.5986 -0.7128 -1.1399 -0.3392 0.12
H -0.2844 1.7638 -0.9975 -0.0503 -1.3991 -0.5794 0.14
H -1.1710 0.6932 -2.2375 -0.6236 0.1491 -1.0040 0.09
O 0.4802 -0.2952 -1.3814 -1.2634 0.3920 0.0355 -0.06
```
Forces are in eV/Å.

Results
SMILES ... C=C[C@H]1CO1
Total charge ... 0
Relative energy (zero: lowest compared OMol25 entry of this formula, charge and spin) ... 54.5 kcal per mole
Spin multiplicity ... 1
Lowest unoccupied orbital energy ... 1.18 eV

=====

# 10
Formula: C4H6O
Source: the OMol25 dataset
Level of theory: ωB97M-V with the def2-TZVPD basis set

Geometry as XYZ:
```
11
Properties=species:S:1:pos:R:3:forces:R:3:lowdin_charge:R:1
C -1.1410 -0.6577 0.5248 -0.0174 -0.2843 0.6917 -0.09
C 0.0424 0.2800 0.5254 -0.4580 -0.3957 -1.3317 -0.24
C 1.3743 -0.0779 -0.1157 0.2521 -0.1770 -0.0861 -0.09
O 1.0446 0.8940 -1.2002 0.8046 0.7743 0.1466 -0.02
C -0.0516 1.1745 -0.4601 -0.2057 0.6631 -0.3259 -0.15
H -2.1253 -0.1609 0.4710 0.5465 0.0286 0.2414 0.08
H -1.1014 -1.3453 -0.3543 0.1542 0.3454 0.6599 0.09
H -1.0295 -1.1857 1.4411 -0.8279 -1.1700 0.6197 0.05
H 1.5453 -1.0947 -0.4839 -0.2237 0.2282 -0.1333 0.12
H 2.2790 0.3005 0.3676 -0.1946 -0.1390 0.0800 0.12
H -0.8368 1.8730 -0.7157 0.1699 0.1264 -0.5622 0.13
```
Forces are in eV/Å.

Results
Total charge ... 0
Relative energy (zero: lowest compared OMol25 entry of this formula, charge and spin) ... 59.2 kcal per mole
Spin multiplicity ... 1
Lowest unoccupied orbital energy ... 0.99 eV

=====

# 11
Formula: C4H6O
Source: the OMol25 dataset
Level of theory: ωB97M-V with the def2-TZVPD basis set

Geometry as XYZ:
```
11
Properties=species:S:1:pos:R:3:forces:R:3:lowdin_charge:R:1
C -0.1877 0.9623 -1.3268 -0.0185 -0.0705 -0.0814 0.00
C -0.4812 0.6104 -0.0171 -0.0541 0.1992 0.0177 -0.25
C -0.3434 -1.3401 0.6948 -0.1578 -0.3600 0.0888 -0.06
O 1.0313 -0.8919 0.7861 0.0104 0.3584 -0.0335 -0.04
C 0.8673 0.3474 0.4897 0.1573 -0.1453 0.0076 -0.13
H 0.8184 1.2659 -1.6065 -0.1170 -0.0210 0.0905 0.04
H -0.8812 0.7791 -2.1462 0.1142 0.0216 0.1431 0.06
H -1.3918 0.8663 0.5260 0.2073 -0.1159 -0.0782 0.10
H -0.3458 -2.3619 0.3076 -0.0433 0.1620 0.0427 0.06
H -0.7985 -1.2632 1.6829 0.0319 0.0199 -0.1441 0.07
H 1.7127 1.0255 0.6095 -0.1304 -0.0485 -0.0533 0.14
```
Forces are in eV/Å.

Results
Total charge ... 0
Relative energy (zero: lowest compared OMol25 entry of this formula, charge and spin) ... 117.8 kcal per mole
Spin multiplicity ... 1
Lowest unoccupied orbital energy (spin up / spin down) ... 0.20 / 0.19 eV

=====

# 12
Formula: C4H6O
Source: the OMol25 dataset
Level of theory: ωB97M-V with the def2-TZVPD basis set

Geometry as XYZ:
```
11
Properties=species:S:1:pos:R:3:forces:R:3:lowdin_charge:R:1
C 1.8621 0.1981 0.0532 -2.1035 1.3009 2.3355 0.11
C -0.1318 0.1149 0.0967 0.6320 0.1274 1.0522 -0.16
C -1.4341 0.4310 0.5451 4.2430 -0.1909 -2.8804 -0.20
C 0.3978 -0.6709 -1.0306 -2.3464 -2.3171 1.1431 -0.24
O -1.7439 1.2402 1.5842 0.4489 0.0377 0.1239 -0.02
H 2.3453 -0.5631 0.8629 -1.7131 0.3975 -2.0684 0.03
H -2.2021 0.2868 -0.2614 0.2756 -0.1494 1.4528 0.13
H -0.3659 -0.7629 -1.8667 1.8070 0.4260 0.0561 0.13
H 0.7079 -1.6970 -0.6947 -0.8509 0.5947 -0.4463 0.09
H 1.4651 -0.1621 -1.2350 0.2536 0.1002 -0.5903 0.02
H -0.9004 1.5848 1.9463 -0.6462 -0.3269 -0.1781 0.12
```
Forces are in eV/Å.

Results
Total charge ... 0
Relative energy (zero: lowest compared OMol25 entry of this formula, charge and spin) ... 176.6 kcal per mole
Spin multiplicity ... 1
Lowest unoccupied orbital energy ... -0.11 eV

=====

Please write out number 7 again, unchanged.
Formula: C4H6O
Source: the OMol25 dataset
Level of theory: ωB97M-V with the def2-TZVPD basis set

Geometry as XYZ:
```
11
Properties=species:S:1:pos:R:3:forces:R:3:lowdin_charge:R:1
C 1.7956 0.3040 -1.0774 0.0250 0.5387 0.9459 0.10
C 3.0692 0.0203 -0.5603 -0.7291 -0.6894 -1.3041 -0.19
C 1.8907 0.4130 0.3600 -0.3893 0.3570 -1.1564 -0.17
C -1.5907 -0.1827 -0.1516 -0.1403 2.1644 1.9016 -0.03
O 2.8531 -0.5120 0.7147 1.1019 -0.9311 1.0991 0.02
H -2.5966 0.0023 -0.3899 -1.3622 0.0471 -0.7123 0.00
H 4.0281 0.3309 -0.9103 0.5801 0.2841 0.2670 0.13
H 1.7810 1.2135 1.0621 -0.5423 0.4398 0.1366 0.13
H -1.4651 0.3583 0.8136 0.3434 -0.1306 -0.6576 0.04
H -0.9292 0.1572 -0.8945 0.7844 0.5342 -0.8359 -0.02
H -1.4378 -1.1725 0.0606 0.3285 -2.6140 0.3161 -0.01
```
Forces are in eV/Å.

Results
Total charge ... 0
Relative energy (zero: lowest compared OMol25 entry of this formula, charge and spin) ... 119.8 kcal per mole
Spin multiplicity ... 1
Lowest unoccupied orbital energy ... 0.62 eV